Entry 1:
Computed, not measured: a 9-piece molecular cluster, C28H50FNO19S2 overall, with ωB97M-V/def2-TZVPD.

The geometry in ORCA input format:
```
! RIJCOSX wB97M-V def2-TZVPD def2/J DEFGRID3
* xyz 0 1
N -8.597 -36.254 23.857
H -8.828 -36.245 23.051
H -9.476 -35.866 24.452
H -7.783 -35.965 24.158
H -8.594 -37.330 24.017
F -10.568 -37.770 22.629
C -6.839 -39.753 22.454
C -8.101 -40.577 22.126
C -7.999 -41.399 20.839
O -8.275 -42.643 21.117
C -8.341 -42.860 22.419
O -8.499 -43.871 23.023
O -8.381 -41.558 23.063
H -6.817 -38.933 21.887
H -6.049 -40.366 22.521
H -7.013 -39.339 23.607
H -8.942 -39.858 22.072
H -6.817 -41.299 20.485
H -8.542 -41.180 19.982
C -10.469 -38.292 18.889
C -10.600 -36.780 19.263
C -9.417 -36.449 20.408
O -8.698 -35.452 19.649
C -9.263 -35.113 18.598
O -8.737 -34.184 17.906
O -10.285 -35.886 18.267
H -11.207 -38.454 18.061
H -10.685 -38.987 19.681
H -9.520 -38.651 18.580
H -11.571 -36.486 19.762
H -8.730 -37.220 20.473
H -9.736 -35.853 21.266
C -12.892 -36.186 26.214
C -12.613 -34.992 25.325
C -12.622 -35.261 23.767
O -13.902 -35.086 23.245
C -14.605 -34.346 24.175
O -15.695 -33.673 23.962
O -13.859 -34.295 25.253
H -13.001 -35.709 27.235
H -12.094 -36.901 26.140
H -13.657 -36.952 25.970
H -11.777 -34.527 25.306
H -12.518 -36.333 23.680
H -11.869 -34.652 23.170
C -5.270 -31.889 25.639
C -6.711 -31.558 25.889
C -7.348 -30.421 25.120
O -8.390 -31.013 24.282
C -8.467 -32.290 24.613
O -9.365 -32.966 24.214
O -7.479 -32.660 25.431
H -5.142 -32.233 24.634
H -4.771 -32.635 26.304
H -4.530 -31.083 25.804
H -6.538 -31.430 26.974
H -6.717 -29.961 24.473
H -7.818 -29.770 25.903
C -1.775 -36.706 21.862
C -3.220 -36.805 21.981
C -3.796 -38.197 22.496
O -4.792 -37.774 23.341
C -4.695 -36.526 23.684
O -5.391 -35.883 24.394
O -3.736 -35.939 22.972
H -1.532 -35.834 21.381
H -1.287 -37.672 21.407
H -1.113 -36.644 22.834
H -3.788 -36.545 21.178
H -2.818 -38.733 23.049
H -4.007 -38.703 21.748
C -7.298 -40.395 26.747
C -5.712 -40.180 26.664
C -5.203 -38.762 27.080
S -6.769 -37.893 27.340
O -7.079 -37.470 26.002
O -6.482 -37.146 28.486
C -7.850 -39.241 27.656
H -7.683 -41.188 27.196
H -7.862 -40.344 25.719
H -5.475 -40.645 25.672
H -5.131 -40.911 27.232
H -4.894 -38.278 26.078
H -4.435 -38.600 27.793
H -8.807 -39.090 27.265
H -7.787 -39.476 28.660
C -10.729 -32.387 29.267
C -9.220 -32.255 29.271
C -8.600 -33.715 28.951
S -9.763 -34.495 27.943
O -10.259 -35.655 28.526
O -9.296 -34.475 26.582
C -11.120 -33.363 28.100
H -11.088 -31.370 29.224
H -10.923 -32.922 30.140
H -8.812 -31.980 30.293
H -9.092 -31.580 28.334
H -8.527 -34.193 29.954
H -7.601 -33.820 28.707
H -11.891 -33.926 28.297
H -10.958 -32.987 27.132
*
```

Calculated values
calculated total energy = -3477.0371 a.u.
orbital gap = 0.32546 Ha

***

Entry 2:
Computed, not measured: a 2-piece molecular cluster, C11H18BrCl overall, with ωB97M-V/def2-TZVPD.

The geometry in ORCA input format:
```
! RIJCOSX wB97M-V def2-TZVPD def2/J DEFGRID3
* xyz 0 1
C 2.138 1.400 5.268
C 2.016 1.342 3.975
C -0.423 -0.890 -1.261
C -1.046 0.993 -0.061
C -1.546 -2.444 -3.069
C -1.648 0.158 -3.094
C 0.615 -0.997 -3.286
C 0.961 0.587 3.254
C -0.568 0.610 1.271
C 0.483 1.356 1.998
C -0.840 -1.127 -2.719
Cl -0.379 -2.188 -0.311
Br -0.395 2.491 -0.913
H 2.965 1.740 5.909
H 1.471 0.543 5.835
H 2.769 1.760 3.362
H -1.504 -2.558 -4.225
H -1.170 -3.293 -2.440
H -2.674 -2.186 -3.057
H -1.039 1.150 -3.221
H -2.526 0.590 -2.479
H -2.062 -0.146 -4.142
H 0.922 0.105 -3.146
H 0.751 -1.231 -4.313
H 1.279 -1.726 -2.784
H 0.252 0.308 4.124
H 1.318 -0.329 2.805
H -0.201 -0.507 1.144
H -1.487 0.615 1.921
H 0.302 2.360 2.443
H 1.265 1.516 1.213
*
```

Calculated values
calculated total energy = -3463.8084 a.u.
energy relative to the best compared isomer or geometry (same formula, charge and spin) = 4.299 eV
orbital gap (spin up / spin down) = 0.25196 / 0.27753 Ha

***

Entry 3:
Computed, not measured: a 2-piece molecular cluster, C2H8OS overall, with ωB97M-V/def2-TZVPD.

The geometry in ORCA input format:
```
! RIJCOSX wB97M-V def2-TZVPD def2/J DEFGRID3
* xyz 0 1
C -1.351 1.494 -0.192
O -2.200 0.364 0.026
H -2.039 2.309 -0.374
H -0.763 1.261 -1.076
H -0.717 1.722 0.664
H -2.086 -0.129 0.827
C 1.379 -0.991 0.440
S 1.358 -1.280 -1.351
H 1.152 -1.896 0.994
H 0.573 -0.289 0.651
H 2.254 -0.466 0.811
H 2.442 -2.099 -1.419
*
```

Calculated values
calculated total energy = -554.3844 a.u.
energy relative to the best compared isomer or geometry (same formula, charge and spin) = 0.909 eV
orbital gap = 0.36585 Ha

***

Entry 4:
Computed, not measured: one molecule with the formula C4H8Br2Si, with ωB97M-V/def2-TZVPD.

The geometry in ORCA input format:
```
! RIJCOSX wB97M-V def2-TZVPD def2/J DEFGRID3
* xyz 0 1
C -1.875 1.438 -0.843
C -0.564 0.736 -1.100
Si -0.299 -0.800 -0.047
Br -1.993 -2.158 -0.088
C 0.874 -1.487 1.003
C 2.095 -0.807 1.350
Br 3.697 -0.799 -0.282
H -1.958 2.311 -1.340
H -2.903 1.036 -1.129
H -1.982 1.763 0.225
H 0.120 1.508 -0.861
H -0.571 0.521 -2.144
H 0.693 -2.450 1.521
H 2.592 -1.137 2.321
H 2.074 0.324 1.414
*
```

Calculated values
calculated total energy = -5594.6899 a.u.
energy relative to the best compared isomer or geometry (same formula, charge and spin) = 2.628 eV
orbital gap = 0.28998 Ha

***

Entry 5:
Computed, not measured: a 2-piece molecular cluster, C6H9FN2 overall, with ωB97M-V/def2-TZVPD.

The geometry in ORCA input format:
```
! RIJCOSX wB97M-V def2-TZVPD def2/J DEFGRID3
* xyz 0 3
C 2.764 0.933 0.435
C 1.449 0.972 0.670
C 2.018 -0.623 -0.794
C -0.668 -1.331 -1.183
C -1.193 -0.461 1.101
C -0.322 -0.628 -0.114
N 3.124 -0.063 -0.403
N 0.947 -0.118 -0.073
F -1.150 2.749 -0.760
H 3.362 1.693 0.930
H 0.944 1.715 1.269
H 2.088 -1.394 -1.538
H 0.012 -1.594 -1.886
H -1.738 -1.650 -1.263
H -0.732 3.012 -1.461
H -2.158 -0.684 0.827
H -1.045 -1.054 1.986
H -1.308 0.636 1.424
*
```

Calculated values
calculated total energy = -443.1898 a.u.
energy relative to the best compared isomer or geometry (same formula, charge and spin) = 0.000 eV
orbital gap (spin up / spin down) = 0.19778 / 0.21343 Ha

***

Entry 6:
Computed, not measured: C11H13N as an isolated structure, with ωB97M-V/def2-TZVPD.

The geometry in ORCA input format:
```
! RIJCOSX wB97M-V def2-TZVPD def2/J DEFGRID3
* xyz 0 1
C -3.283 -0.587 0.113
C -3.345 0.789 0.090
C -2.066 -1.228 -0.065
C -2.111 1.597 0.023
C -0.899 -0.524 -0.145
C -0.869 0.869 -0.123
C 0.392 -1.145 -0.159
C 0.948 -2.297 -0.071
C 1.479 0.456 -0.119
C 2.037 0.563 1.314
C 2.446 0.332 -1.226
N 0.359 1.332 -0.296
H -4.145 -1.207 0.131
H -4.253 1.278 0.453
H -1.933 -2.234 -0.125
H -2.291 2.597 -0.131
H 1.936 -2.369 0.172
H 0.250 -3.214 0.080
H 2.769 1.479 1.361
H 2.695 -0.331 1.498
H 1.300 0.537 2.132
H 2.089 -0.015 -2.184
H 3.254 -0.317 -0.916
H 2.753 1.311 -1.513
H 0.487 2.326 -0.296
*
```

Calculated values
calculated total energy = -481.6121 a.u.
energy relative to the best compared isomer or geometry (same formula, charge and spin) = 2.811 eV
orbital gap = 0.30606 Ha